The following is a quantum chemistry calculation of a molecular structure, C40H44As4BrCrN2O9 at a distorted geometry, from the Open Molecules 2025 dataset.

For the HOMO-LUMO gap (alpha / beta), the calculation gives 0.248 / 0.266 Eh. The spin multiplicity is 2. Its charge is +2. The relative energy (zero: lowest compared OMol25 entry of this formula, charge and spin) comes out at 0.0 kcal/mol.

Structure (XYZ):
```
101
Properties=species:S:1:pos:R:3:forces:R:3
Cr -0.13649 -1.30933 0.48622 0.93 -0.31 -0.49
Br 7.16976 -1.65254 -0.27620 0.07 0.01 0.01
C 5.30527 -1.85560 -0.21964 -0.09 -0.09 -0.08
C 4.67041 -2.70774 -1.12821 0.07 0.01 0.02
C 3.30162 -2.86116 -1.10231 0.00 0.05 0.00
C 2.52718 -2.14754 -0.18847 -0.11 -0.05 -0.23
O 1.19175 -2.30297 -0.24254 -0.16 0.05 0.54
C 3.16082 -1.30473 0.73663 0.05 0.10 0.15
C 2.44119 -0.57753 1.74910 0.17 0.01 0.01
N 1.16183 -0.53089 1.83141 -0.28 0.27 0.24
C 0.51751 0.23019 2.85573 0.09 -0.11 -0.22
C 1.08392 0.69124 4.00833 0.02 0.09 0.15
C 0.34009 1.51054 4.88763 0.01 -0.04 -0.06
C -0.95314 1.84782 4.60817 0.01 -0.02 -0.06
C -1.57811 1.34263 3.44173 -0.03 0.08 0.14
C -2.92525 1.60209 3.09874 -0.01 0.00 -0.03
C -3.46829 1.03740 1.97756 0.07 -0.03 0.06
C -2.66928 0.19736 1.18819 -0.04 -0.06 0.05
N -1.40399 -0.05012 1.47551 -0.14 0.11 -0.11
C -0.83667 0.52188 2.58525 -0.12 -0.07 -0.14
C 4.56152 -1.17943 0.71434 -0.10 0.01 0.01
H 5.26207 -3.25078 -1.85197 0.01 0.00 -0.01
H 2.80373 -3.52178 -1.79881 0.00 -0.01 -0.02
H 3.03816 -0.02899 2.47455 0.04 0.00 -0.02
H 2.10375 0.44135 4.26767 0.01 0.01 0.01
H 0.81177 1.87517 5.78880 0.02 0.00 0.02
H -1.51644 2.48564 5.27559 -0.01 0.01 0.02
H -3.51822 2.24725 3.73445 -0.01 0.00 0.03
H -4.49489 1.21057 1.69129 -0.02 0.01 -0.01
H -3.06894 -0.27606 0.29733 0.03 0.06 0.10
H 5.04965 -0.54407 1.44252 0.01 0.01 0.01
C 0.25141 -4.42105 2.65976 0.05 -0.06 0.00
As -0.96567 -3.03186 2.10643 -0.10 0.10 -0.12
C -1.63712 -2.37912 3.79946 0.01 -0.06 0.08
C -2.52671 -3.92278 1.40770 -0.06 0.01 0.01
C -3.28099 -4.77399 2.20982 -0.02 0.00 -0.02
C -4.46570 -5.30876 1.72728 0.00 0.02 -0.02
C -4.90214 -4.98415 0.44986 0.01 0.01 0.02
C -4.14199 -4.15234 -0.35999 0.01 -0.02 0.02
C -2.94436 -3.62398 0.11098 0.02 -0.05 -0.02
As -1.71635 -2.64033 -1.02767 -0.02 0.11 0.14
C -2.79103 -2.17606 -2.55745 -0.12 -0.10 -0.11
C -0.70181 -4.13016 -1.73820 0.00 -0.06 -0.05
H -0.32144 -5.20434 3.15579 0.07 0.00 0.00
H 0.97548 -3.99860 3.35618 0.00 -0.02 -0.02
H 0.77346 -4.83331 1.79876 -0.02 0.00 0.00
H -1.92978 -3.23955 4.40123 -0.01 0.07 0.02
H -2.50890 -1.75033 3.62452 0.01 0.01 0.01
H -0.86937 -1.81608 4.32800 0.00 -0.01 -0.01
H -2.95812 -5.02534 3.21386 0.00 0.02 -0.01
H -5.05228 -5.97009 2.34973 -0.01 -0.01 0.01
H -5.83312 -5.38950 0.07818 -0.02 -0.01 0.00
H -4.49144 -3.92743 -1.35922 0.01 0.00 0.01
H -3.24513 -3.08338 -2.95470 0.02 0.05 -0.03
H -2.13785 -1.73837 -3.30897 -0.06 -0.01 -0.02
H -3.54687 -1.44263 -2.29109 0.00 -0.07 -0.01
H -1.39208 -4.80162 -2.24831 0.07 -0.02 0.01
H -0.20639 -4.65456 -0.92290 -0.01 0.01 -0.02
H 0.05255 -3.76353 -2.43232 -0.02 0.00 -0.01
C 4.25438 2.66989 -4.43580 -0.03 0.03 -0.02
O 3.31381 2.73978 -3.33551 0.09 -0.06 0.03
C 3.12910 1.62864 -2.64206 -0.12 0.02 0.04
O 3.62194 0.55603 -2.88669 0.02 0.07 0.00
C 2.28345 1.78483 -1.40628 0.09 -0.40 -0.15
C 2.14139 2.90325 -0.68430 -0.01 0.03 -0.06
As 1.56708 4.46351 -1.77009 -0.01 -0.17 0.02
C 0.92274 5.51935 -0.25859 0.08 0.13 0.02
C -0.15526 3.36847 -2.08780 0.07 0.10 -0.09
C -0.47592 2.12878 -1.71797 0.00 -0.13 0.10
As 0.77203 0.58992 -1.26443 -0.63 -0.03 0.30
C 0.81376 -0.30611 -2.98299 0.06 -0.01 -0.08
C -1.84789 1.54606 -1.57873 0.23 0.02 0.14
O -2.02172 0.36681 -1.82477 -0.05 0.36 -0.12
O -2.84228 2.22466 -1.01977 0.00 -0.14 -0.22
C -2.71498 3.52956 -0.42194 0.00 0.10 0.04
C -1.08370 4.35900 -2.74383 0.10 0.02 0.03
O -1.03178 5.51466 -2.40808 -0.05 0.02 0.01
O -1.88855 4.01071 -3.74187 -0.10 -0.05 0.05
C -1.92559 2.71872 -4.36120 0.05 0.03 -0.07
C 1.61415 2.74966 0.71023 0.19 0.33 -0.02
O 0.45054 2.67746 1.01786 -0.12 -0.23 0.06
O 2.55297 2.71129 1.66301 -0.20 0.00 0.00
C 3.93238 2.96446 1.32988 0.07 -0.03 0.03
H 4.60202 3.68680 -4.58280 -0.01 -0.01 -0.03
H 3.73595 2.31090 -5.32162 0.02 -0.02 -0.01
H 5.07405 2.00287 -4.18565 0.00 0.02 0.01
H 1.81468 5.84628 0.28127 -0.02 0.00 0.03
H 0.26035 4.98063 0.41117 -0.03 0.02 -0.01
H 0.41984 6.38411 -0.67975 0.01 0.01 0.07
H 0.87921 0.40741 -3.80273 0.00 -0.03 0.00
H -0.10962 -0.87561 -3.05427 0.03 0.04 -0.04
H 1.68383 -0.95959 -3.00744 -0.04 -0.01 0.01
H -2.91573 4.30323 -1.15976 -0.01 -0.05 0.07
H -1.73015 3.65271 0.02700 -0.06 0.02 0.00
H -3.48683 3.55955 0.34222 0.04 0.02 0.01
H -2.25227 2.90167 -5.38041 0.00 -0.02 0.00
H -2.65279 2.08447 -3.85882 -0.01 -0.03 -0.04
H -0.94304 2.24909 -4.36836 -0.04 0.00 -0.01
H 4.43038 3.10353 2.28463 0.03 -0.02 -0.03
H 4.03193 3.86769 0.73078 0.01 0.00 0.02
H 4.35761 2.11826 0.79093 0.02 0.02 0.02
```
Positions in Å, forces in eV/Å.

=====

The following is a quantum chemistry calculation of a molecular structure, CH2FN5 at a distorted geometry, from the Open Molecules 2025 dataset.

For the HOMO-LUMO gap, the calculation gives 0.354 Eh. The relative energy (zero: lowest compared OMol25 entry of this formula, charge and spin) comes out at 25.2 kcal/mol.

Structure (XYZ):
```
9
Properties=species:S:1:pos:R:3:forces:R:3
C 1.54772 -1.65773 1.46481 -0.79 -1.77 1.09
N 1.85891 -2.60666 2.04345 0.23 0.29 0.15
N 1.23275 -0.68840 0.65297 0.10 2.79 -2.41
N 0.05258 -0.31244 0.46234 -0.94 -1.51 1.07
N -1.59103 0.94483 -0.76935 1.34 -0.45 3.86
N -0.41168 0.50284 -0.29626 1.88 1.88 -2.23
F 0.68439 1.37825 -1.27180 -0.77 -1.18 1.16
H -1.87564 0.50312 -1.58092 -0.41 -0.71 -2.10
H -1.49800 1.93620 -0.70525 -0.63 0.66 -0.58
```
Positions in Å, forces in eV/Å.

=====

The following is a quantum chemistry calculation of a single C6H11ClN4 molecule at a distorted geometry, from the Open Molecules 2025 dataset.

For the HOMO-LUMO gap, the calculation gives 0.300 Eh. The relative energy (zero: lowest compared OMol25 entry of this formula, charge and spin) comes out at 36.2 kcal/mol.

Structure (XYZ):
```
22
Properties=species:S:1:pos:R:3:forces:R:3
C -1.15434 1.01349 0.56646 0.05 0.04 0.01
C -0.75764 -0.30527 -1.52881 -0.46 -0.15 0.06
C -0.65879 -1.40614 0.58077 -0.85 -0.24 -0.03
C 0.91681 1.18786 -0.84331 0.17 0.29 0.30
C -1.42962 -0.31615 -0.14656 0.07 0.02 -0.13
C 0.36257 1.24028 0.60435 -0.13 0.25 -0.37
N 0.98182 0.10421 1.24437 0.36 0.62 0.88
N 0.64684 -0.12908 -1.30394 0.56 -0.51 0.16
N 0.75280 -1.02309 0.45723 0.33 0.49 -0.41
N 1.52612 -2.05961 0.54446 -0.13 -1.16 -0.13
Cl 3.19105 -1.67113 0.62367 0.18 0.38 -0.03
H -1.63458 1.83721 0.03602 -0.01 0.03 0.00
H -1.54786 0.98511 1.58448 -0.01 0.04 -0.01
H -0.91024 -1.26231 -2.03451 -0.16 0.06 -0.03
H -1.16468 0.49448 -2.16050 -0.01 -0.03 -0.02
H -0.90175 -1.45852 1.64376 0.18 -0.03 -0.12
H -0.77798 -2.38723 0.12293 0.09 0.10 -0.02
H 0.44426 1.95874 -1.45920 -0.04 0.01 -0.08
H 1.99832 1.35639 -0.83497 -0.05 0.12 0.02
H -2.49824 -0.53204 -0.19790 0.03 -0.07 0.07
H 0.62485 2.15261 1.14401 0.05 -0.13 0.01
H 1.99028 0.22019 1.35719 -0.22 -0.12 -0.13
```
Positions in Å, forces in eV/Å.